# 1
Formula: C16H25BBr8N2OS
Source: the OMol25 dataset
Level of theory: ωB97M-V/def2-TZVPD

Results
gap between HOMO and LUMO: 8.54 eV
energy above the lowest of the compared OMol25 structures with the same formula, charge and spin: 0.0 kJ/mol
spin multiplicity: 1
charge: 0
E_tot: -21824.62559 a.u.
lowest unoccupied orbital energy: -0.45 eV

Last column: Mulliken charge in e.
Geometry (Å):
C 0.97 -0.96 0.50  -0.9674
C 0.28 0.18 -0.28  -0.0964
B -0.68 1.08 0.61  0.1751
O -0.28 2.30 1.10  -0.6671
C -2.15 0.56 0.87  0.4416
C -2.33 -0.73 1.49  -0.3887
C -3.55 -1.25 1.73  -0.9115
C -4.69 -0.49 1.34  0.9646
N -5.96 -0.87 1.49  -0.7353
S -6.85 0.35 0.91  0.1635
N -5.71 1.37 0.46  -0.6049
C -4.54 0.79 0.74  0.2874
C -3.23 1.30 0.50  -1.0247
H 1.88 -1.23 -0.02  0.1487
H 1.27 -0.63 1.50  0.2975
H 0.35 -1.85 0.56  0.3544
H -0.34 -0.23 -1.08  0.2637
H 1.04 0.81 -0.74  0.2230
H 0.32 2.28 1.85  0.2942
H -1.46 -1.30 1.80  0.3775
H -3.68 -2.22 2.19  0.4696
H -3.11 2.27 0.04  0.8451
Br -2.78 3.76 4.64  -0.1265
C -3.22 1.90 4.28  -0.0453
C -2.59 0.97 5.29  -0.5606
Br -0.68 0.75 4.98  -0.1640
H -2.88 1.69 3.27  -0.2555
H -4.30 1.83 4.33  0.3673
H -3.02 -0.03 5.19  0.3517
H -2.70 1.31 6.31  0.4274
Br -7.29 2.53 -3.88  -0.1306
C -5.65 2.13 -4.85  -0.5787
C -4.97 0.90 -4.31  -0.6284
Br -4.08 1.25 -2.62  0.0146
H -5.03 3.01 -4.78  0.3697
H -5.96 1.97 -5.88  0.3496
H -4.19 0.57 -5.00  0.3306
H -5.66 0.09 -4.14  0.3744
Br 4.53 0.84 -0.04  -0.1456
C 5.53 0.06 -1.52  -0.1646
C 4.73 0.06 -2.80  -0.5644
Br 3.37 -1.33 -2.79  -0.1500
H 5.81 -0.94 -1.22  -0.1526
H 6.42 0.67 -1.63  0.3944
H 5.37 -0.17 -3.64  0.3476
H 4.22 1.00 -2.97  0.4253
Br 10.43 -4.29 -0.64  -0.1323
C 8.99 -3.19 0.05  -0.6007
C 7.71 -3.37 -0.72  -0.6084
Br 7.78 -2.49 -2.45  -0.1149
H 9.34 -2.16 0.03  0.3644
H 8.85 -3.50 1.09  0.3629
H 6.88 -2.92 -0.19  0.3142
H 7.49 -4.42 -0.92  0.4194

=====

# 2
Formula: C44H47BClN6O5OsS
Source: the OMol25 dataset
Level of theory: ωB97M-V/def2-TZVPD

Results
gap between HOMO and LUMO (spin up / spin down): 6.37 / 6.35 eV
energy above the lowest of the compared OMol25 structures with the same formula, charge and spin: 66.5 kJ/mol
spin multiplicity: 1
charge: +1
E_tot: -3383.44255 a.u.
lowest unoccupied orbital energy (spin up / spin down): -4.02 / -4.04 eV

Last column: Mulliken charge in e.
Geometry (Å):
Os 0.02 0.09 -0.30  1.9779
C 1.51 4.89 1.65  -1.5729
C 0.53 3.81 1.37  1.0426
C -0.85 3.82 1.45  -1.3893
C -1.29 2.57 1.02  0.1879
N -0.21 1.84 0.71  -0.0640
N 0.89 2.59 0.94  0.7158
B 2.27 1.97 0.72  -1.3296
N 2.57 1.47 -0.71  0.9244
N 1.71 0.64 -1.36  -0.0004
C 2.22 0.39 -2.58  0.1718
C 3.42 1.09 -2.70  -1.4562
C 3.60 1.77 -1.51  0.8010
C 4.69 2.71 -1.12  -1.5013
C 1.68 -0.47 -3.66  1.0800
C 2.58 -1.33 -4.28  -0.8515
C 2.19 -2.10 -5.37  -0.9518
C 0.90 -2.00 -5.87  -0.8132
C 0.00 -1.14 -5.25  -0.5365
C 0.38 -0.39 -4.14  0.5243
N 2.24 0.67 1.56  0.7613
N 1.42 -0.35 1.20  -0.1326
C 1.61 -1.35 2.08  -0.6816
C 2.52 -0.92 3.05  -1.3754
C 2.91 0.35 2.67  0.7584
C 3.89 1.27 3.32  -1.4288
C 1.06 -2.71 2.04  0.6913
C 0.75 -3.36 3.24  -0.6674
C 0.31 -4.67 3.23  -0.8710
C 0.19 -5.35 2.03  -0.6304
C 0.52 -4.72 0.84  -0.5856
C 0.96 -3.41 0.84  0.1467
C -2.70 2.13 0.94  0.3210
C -3.53 2.54 1.98  -0.6756
C -4.87 2.19 2.01  -1.0006
C -5.40 1.41 0.99  -0.8381
C -4.59 1.01 -0.05  -1.4907
C -3.25 1.37 -0.09  2.5529
H 0.98 5.77 2.02  0.4488
H 2.03 5.17 0.73  0.2538
H 2.25 4.59 2.38  0.2409
H -1.47 4.65 1.75  0.6034
H 3.11 2.73 1.06  -0.0494
H 4.06 1.12 -3.56  0.6340
H 5.46 2.72 -1.90  0.4432
H 5.16 2.42 -0.18  0.2484
H 4.30 3.72 -1.01  0.2499
H 3.60 -1.40 -3.91  0.5473
H 2.91 -2.76 -5.85  0.4516
H 0.60 -2.57 -6.74  0.4359
H -1.01 -1.05 -5.64  0.4752
H -0.32 0.28 -3.68  -0.4273
H 2.89 -1.50 3.88  0.6146
H 4.35 0.78 4.17  0.4164
H 3.41 2.18 3.67  0.2548
H 4.68 1.56 2.62  0.2429
H 0.85 -2.82 4.17  0.4848
H 0.08 -5.16 4.16  0.4256
H -0.15 -6.38 2.02  0.4305
H 0.45 -5.27 -0.09  0.4530
H 1.29 -2.93 -0.07  0.9715
H -3.12 3.13 2.79  0.4852
H -5.50 2.52 2.83  0.4212
H -6.45 1.14 1.01  0.4890
H -5.01 0.44 -0.87  0.4129
H -2.66 1.10 -0.95  -0.5946
O -0.18 -1.52 -1.63  -0.9324
S -1.10 -2.74 -1.39  0.6181
C -0.80 -3.69 -2.91  0.2309
C -2.16 -3.92 -3.55  -1.0283
C -2.92 -2.61 -3.38  0.0127
C -2.76 -2.23 -1.91  0.1426
H -0.24 -4.59 -2.66  0.5846
H -0.17 -3.03 -3.51  -0.6510
H -2.69 -4.74 -3.06  0.3318
H -2.03 -4.19 -4.60  0.4715
H -3.97 -2.71 -3.64  0.5333
H -2.48 -1.84 -4.01  -0.3400
H -3.45 -2.78 -1.26  0.6374
H -2.84 -1.17 -1.68  -0.8606
C -1.61 -0.82 2.02  -0.9411
O -1.26 -0.91 0.64  -0.0065
H -2.39 -0.06 2.13  0.1103
H -0.76 -0.55 2.64  0.2798
H -2.00 -1.79 2.33  0.3926
C -3.28 1.72 -4.85  -1.9008
C -3.63 2.62 -3.70  1.3382
C -4.88 2.53 -3.11  -0.8166
C -5.27 3.40 -2.11  0.1574
Cl -6.86 3.27 -1.42  -0.1948
C -4.42 4.41 -1.68  -0.6813
C -3.17 4.52 -2.27  -0.3227
C -2.76 3.62 -3.25  0.3210
O -1.53 3.85 -3.81  -0.5863
C -0.53 2.84 -3.76  -0.6646
C -0.13 2.50 -2.32  0.2613
O 0.69 3.22 -1.77  -0.5854
O -0.76 1.49 -1.74  0.3216
H -4.18 1.42 -5.38  0.5498
H -2.78 0.80 -4.50  0.2381
H -2.61 2.21 -5.56  0.3688
H -5.58 1.78 -3.46  0.5020
H -4.74 5.11 -0.93  0.4558
H -2.48 5.30 -1.97  0.5150
H 0.34 3.29 -4.24  0.4014
H -0.84 1.96 -4.31  -0.1399

=====

# 3
Formula: C9H19NPPt
Source: the OMol25 dataset
Level of theory: ωB97M-V/def2-TZVPD

Results
gap between HOMO and LUMO (spin up / spin down): 5.36 / 6.33 eV
energy above the lowest of the compared OMol25 structures with the same formula, charge and spin: 0.0 kJ/mol
spin multiplicity: 5
charge: +1
E_tot: -869.21201 a.u.
lowest unoccupied orbital energy (spin up / spin down): -2.94 / -6.23 eV
expectation value of S²: 6.0579

Last column: Mulliken charge in e.
Geometry (Å):
C 1.97 -1.72 -0.42  -1.1886
Pt 1.50 0.12 -1.58  0.6230
N 1.79 1.86 -2.59  -0.7091
H 2.22 -0.69 -2.84  -0.1159
H 1.35 1.82 -3.51  0.3764
H 2.62 -0.76 -0.30  0.3034
H 2.68 -2.54 -0.81  0.3584
H 1.00 -2.26 -0.74  0.3377
H 1.80 -1.90 0.69  0.3892
H 1.43 2.66 -2.07  0.3102
H 2.78 1.98 -2.79  0.3654
C -0.28 2.50 0.04  -1.2454
P 0.38 0.83 0.23  0.2018
C 1.33 0.83 1.77  -1.3358
C -1.10 -0.25 0.55  0.8371
C -1.51 -0.58 1.86  -0.4846
C -2.60 -1.43 2.06  -0.4547
C -3.26 -2.01 0.94  -0.6592
C -2.85 -1.67 -0.34  -0.4498
C -1.81 -0.75 -0.56  -0.5877
H 0.56 3.20 -0.13  0.3913
H -0.82 2.80 0.95  0.3903
H -0.97 2.53 -0.82  0.3654
H 0.73 1.13 2.65  0.4537
H 1.80 -0.14 2.00  0.4079
H 2.14 1.57 1.65  0.3696
H -1.01 -0.15 2.73  0.1804
H -2.90 -1.70 3.06  0.4120
H -4.09 -2.67 1.11  0.4343
H -3.39 -2.07 -1.21  0.3659
H -1.48 -0.50 -1.56  0.3574

=====

# 4
Formula: C23H65N11O5P
Source: the OMol25 dataset
Level of theory: ωB97M-V/def2-TZVPD

Results
gap between HOMO and LUMO: 8.60 eV
spin multiplicity: 1
charge: +1
E_tot: -2234.84789 a.u.
lowest unoccupied orbital energy: -2.57 eV

Last column: Mulliken charge in e.
Geometry (Å):
N -0.79 -4.58 -4.69  -0.7089
P -0.10 -3.22 -4.42  0.4535
N 1.09 -3.14 -3.17  -0.2219
C 0.69 -3.20 -1.89  0.4300
N -0.55 -3.34 -1.46  -0.4329
C -0.46 -3.33 -0.15  -0.3812
N 0.78 -3.20 0.27  0.2307
C 1.30 -3.11 1.62  -0.5237
N 2.02 -1.83 1.76  -0.6053
N 1.55 -3.12 -0.84  -0.0739
H -0.44 -5.31 -4.08  0.2453
H -1.02 -2.22 -4.07  0.1081
H 0.62 -2.74 -5.54  0.0749
H 2.07 -2.98 -3.31  0.3078
H -1.27 -3.38 0.56  0.6611
H 0.45 -3.13 2.28  0.3364
H 1.98 -3.93 1.82  0.3080
H 1.64 -1.17 1.10  0.2484
H 1.85 -1.47 2.69  0.3122
H 2.54 -2.99 -0.92  0.2991
C -3.01 2.02 1.04  -1.8236
C -2.14 0.77 1.00  1.2375
C -1.10 0.71 2.12  0.3900
O 0.05 1.51 1.91  -0.4606
C -0.09 2.87 2.31  -0.7765
N -1.54 0.65 -0.33  -0.6031
H -2.46 2.90 0.69  0.3974
H -3.87 1.90 0.38  0.4015
H -3.37 2.22 2.05  0.3330
H -2.81 -0.09 1.14  -0.6237
H -0.71 -0.32 2.16  -0.4001
H -1.55 0.92 3.10  0.4653
H -0.71 2.96 3.21  0.3216
H -0.50 3.48 1.51  0.2660
H 0.91 3.24 2.54  0.3098
H -1.04 -0.24 -0.40  0.0512
H -0.80 1.35 -0.40  0.3610
C -0.10 -2.15 7.28  -1.4054
C 0.85 -1.16 6.62  0.2118
C 0.78 0.26 7.21  -0.7233
O -0.34 1.01 6.78  -0.3307
C -1.54 0.79 7.50  -0.5743
N 0.62 -1.15 5.17  -0.3439
H -1.13 -1.99 6.97  0.1943
H 0.17 -3.17 6.99  0.3520
H -0.05 -2.09 8.36  0.3717
H 1.87 -1.52 6.79  0.4759
H 1.65 0.82 6.86  0.3456
H 0.83 0.24 8.30  0.4385
H -1.34 0.61 8.56  0.3291
H -2.11 -0.05 7.09  0.1289
H -2.15 1.68 7.41  0.2547
H 1.32 -0.55 4.73  0.2900
H -0.26 -0.65 5.01  0.0020
C -5.13 -3.59 2.34  -1.6055
C -3.88 -3.01 3.00  0.1809
C -4.15 -1.85 3.97  -0.4685
O -4.42 -0.62 3.34  -0.1671
C -5.77 -0.42 2.93  -0.8118
N -2.93 -2.60 1.95  -0.5263
H -5.54 -2.93 1.58  0.3019
H -4.89 -4.54 1.86  0.3805
H -5.90 -3.78 3.09  0.4168
H -3.41 -3.81 3.58  0.4965
H -3.25 -1.69 4.56  -0.0226
H -4.95 -2.11 4.67  0.5059
H -6.47 -0.87 3.64  0.3591
H -5.95 -0.81 1.93  0.2813
H -5.95 0.66 2.91  0.2515
H -2.08 -2.28 2.40  0.0808
H -3.31 -1.75 1.52  0.4022
C 3.92 0.28 -4.53  -1.5274
C 2.93 0.41 -3.39  0.2827
C 3.15 1.64 -2.50  -0.5854
O 4.22 1.52 -1.59  -0.3783
C 5.50 1.83 -2.10  -0.6431
N 2.95 -0.83 -2.59  -0.3198
H 4.91 -0.04 -4.19  0.3826
H 3.58 -0.46 -5.25  0.3480
H 4.03 1.23 -5.06  0.2240
H 1.94 0.51 -3.84  0.3551
H 2.25 1.78 -1.89  0.2141
H 3.26 2.54 -3.11  0.3500
H 5.45 2.65 -2.83  0.2828
H 5.97 0.96 -2.56  0.2508
H 6.12 2.14 -1.27  0.2604
H 2.22 -0.76 -1.88  0.1376
H 3.81 -0.82 -2.05  0.3283
C 2.75 4.08 -6.04  -1.2848
C 2.13 2.97 -6.87  0.2352
C 1.29 3.47 -8.06  -0.8667
O 0.01 3.95 -7.71  -0.3798
C -0.04 5.30 -7.28  -0.6417
N 1.35 2.08 -5.99  -0.4185
H 2.01 4.58 -5.41  0.2916
H 3.51 3.68 -5.37  0.1574
H 3.22 4.83 -6.67  0.3933
H 2.95 2.38 -7.29  0.4078
H 1.11 2.62 -8.73  0.3642
H 1.84 4.22 -8.64  0.4493
H 0.68 5.92 -7.82  0.2991
H 0.14 5.38 -6.21  0.2381
H -1.04 5.67 -7.48  0.2594
H 1.02 1.29 -6.53  0.2689
H 0.50 2.58 -5.74  0.2778

=====

# 5
Formula: C16H28O20S4
Source: the OMol25 dataset
Level of theory: ωB97M-V/def2-TZVPD

Results
gap between HOMO and LUMO: 9.81 eV
energy above the lowest of the compared OMol25 structures with the same formula, charge and spin: 519.2 kJ/mol
spin multiplicity: 1
structure (SMILES): O=S1(=O)OCCO1.O=S1(=O)OCCO1.O=S1(=O)OCCO1.O=S1(=O)OCCO1.O=C1CCCO1.O=C1CCCO1
charge: 0
E_tot: -3723.76246 a.u.
lowest unoccupied orbital energy: 0.00 eV

Last column: Mulliken charge in e.
Geometry (Å):
O 12.30 -22.05 19.80  -0.6233
C 11.75 -21.05 19.44  0.4772
O 12.11 -19.83 19.83  -0.3428
C 11.22 -18.84 19.18  -0.2702
C 10.64 -19.55 17.99  -0.5018
C 10.66 -20.99 18.35  -0.1409
H 11.84 -18.11 18.66  0.2771
H 10.33 -18.42 19.65  0.2487
H 11.33 -19.63 17.15  0.1481
H 9.61 -19.23 17.83  0.3658
H 11.01 -21.66 17.57  0.2778
H 9.74 -21.21 18.89  0.0948
O 19.15 -24.68 22.88  -0.5713
C 18.58 -23.77 22.34  0.5092
O 17.27 -23.53 22.32  -0.3023
C 17.00 -22.47 21.46  -0.3920
C 18.32 -21.73 21.24  -0.4881
C 19.28 -22.87 21.26  -0.4394
H 16.29 -21.78 21.91  0.2966
H 16.68 -22.86 20.50  0.2859
H 18.45 -20.96 22.00  0.2988
H 18.23 -21.28 20.25  0.2703
H 20.29 -22.66 21.60  0.2878
H 19.23 -23.34 20.28  0.2449
C 3.93 -21.37 19.44  -0.2408
C 5.14 -20.49 19.39  -0.1544
O 6.13 -21.15 20.22  -0.2669
S 5.60 -22.61 20.87  1.0298
O 5.11 -22.49 22.21  -0.4915
O 6.64 -23.64 20.67  -0.5130
O 4.38 -22.62 19.66  -0.3488
H 3.48 -21.58 18.46  0.2640
H 3.14 -21.04 20.11  0.2754
H 4.93 -19.52 19.84  0.1809
H 5.75 -20.32 18.50  0.2584
C 14.02 -20.79 13.50  -0.2653
C 15.44 -20.17 13.11  -0.2887
O 16.20 -20.01 14.33  -0.3542
S 15.41 -20.62 15.74  1.0945
O 15.29 -19.68 16.86  -0.4836
O 15.82 -21.97 16.02  -0.4897
O 13.90 -20.62 14.91  -0.3360
H 13.96 -21.80 13.09  0.2732
H 13.17 -20.29 13.03  0.2999
H 15.30 -19.14 12.76  0.2328
H 15.99 -20.67 12.31  0.3126
C 4.97 -17.38 23.68  -0.3290
C 6.30 -17.85 24.29  -0.2517
O 7.15 -16.75 24.06  -0.3078
S 6.76 -16.02 22.59  1.0430
O 7.49 -16.59 21.47  -0.4624
O 6.71 -14.53 22.76  -0.5433
O 5.22 -16.61 22.53  -0.3023
H 4.44 -16.66 24.30  0.2974
H 4.36 -18.24 23.39  0.2891
H 6.75 -18.60 23.64  0.2760
H 6.21 -18.05 25.35  0.2920
C 11.74 -22.42 24.55  -0.1593
C 10.42 -23.21 24.51  -0.2941
O 9.50 -22.64 25.46  -0.2991
S 10.32 -21.98 26.73  1.0557
O 10.51 -23.01 27.78  -0.5269
O 9.76 -20.69 27.12  -0.5019
O 11.81 -21.99 25.91  -0.3547
H 11.76 -21.57 23.87  0.2025
H 12.64 -23.02 24.56  0.2539
H 10.64 -24.28 24.59  0.2688
H 9.99 -23.22 23.51  0.3545

=====

# 6
Formula: C4H6N2O
Source: the OMol25 dataset
Level of theory: ωB97M-V/def2-TZVPD

Results
gap between HOMO and LUMO: 9.76 eV
energy above the lowest of the compared OMol25 structures with the same formula, charge and spin: 170.7 kJ/mol
spin multiplicity: 1
structure (SMILES): [H]/N=C/C(=C)/N=C/O
charge: 0
E_tot: -340.72991 a.u.
lowest unoccupied orbital energy: 0.74 eV

Last column: Mulliken charge in e.
Geometry (Å):
C -0.26 -1.84 -0.83  -0.9657
C -0.18 -0.57 -0.44  0.5516
C -1.43 0.12 -0.02  0.0095
N -1.42 1.28 0.50  -0.5942
C 1.37 0.74 0.62  0.1981
O 2.47 1.50 0.68  -0.4529
N 1.02 0.16 -0.45  -0.5651
H 0.63 -2.39 -1.15  0.3060
H -1.21 -2.36 -0.83  0.2485
H 0.87 0.69 1.58  0.3463
H -2.34 -0.47 -0.17  0.3131
H -2.37 1.58 0.74  0.2421
H 2.84 1.54 -0.22  0.3627